*i*
This record from OMol25 describes 2 unconnected molecules or ions with the total composition S2. The level of theory is wB97M-V/def2-TZVPD.

* multiplicity: 1
* LUMO: -5.398 eV
* orbital gap: 4.0 eV
* HOMO energy: -9.358 eV

Positions of all 2 atoms, in Å:
S1 -1.79 0.44 0.13
S2 1.79 -0.44 -0.13

---

*ii*
This record from OMol25 describes S2 in the gas phase. The level of theory is wB97M-V/def2-TZVPD.

* multiplicity: 1
* LUMO: -2.496 eV
* orbital gap: 5.8 eV
* HOMO energy: -8.259 eV

Positions of all 2 atoms, in Å:
S1 -0.38 0.71 0.49
S2 0.38 -0.71 -0.49

---

*iii*
This record from OMol25 describes 2 unconnected molecules or ions with the total composition S2. The level of theory is wB97M-V/def2-TZVPD.

* multiplicity: 1
* LUMO: -5.339 eV
* orbital gap: 4.1 eV
* HOMO energy: -9.415 eV

Positions of all 2 atoms, in Å:
S1 1.03 -0.77 1.26
S2 -1.03 0.77 -1.26

---

According to the calculations, the structures order from most to least stable as *ii*, *iii*, *i*.

---

*i*
This record from OMol25 describes a gas-phase ion, C3H8NOS (charge +1). The level of theory is wB97M-V/def2-TZVPD.

* multiplicity: 1
* LUMO: -5.600 eV
* charge: +1
* orbital gap: 8.9 eV
* HOMO energy: -14.493 eV

Positions of all 14 atoms, in Å:
C1 2.28 -1.18 -0.26
C2 -0.46 0.28 -0.27
C3 -1.55 1.32 -0.16
N1 -0.46 -0.87 0.61
O1 2.28 0.03 -0.08
S1 1.09 1.20 0.09
H1 3.30 -1.64 -0.42
H2 1.32 -1.70 -0.31
H3 -0.14 -0.01 -1.28
H4 -1.80 1.19 0.91
H5 -2.65 1.18 -0.53
H6 -1.31 2.40 -0.29
H7 -1.22 -1.53 0.30
H8 -0.68 -0.68 1.67

---

*ii*
This record from OMol25 describes 2 unconnected molecules or ions with the total composition C3H8NOS. The level of theory is wB97M-V/def2-TZVPD.

* multiplicity: 1
* LUMO: -6.571 eV
* charge: +1
* orbital gap: 3.4 eV
* HOMO energy: -9.994 eV

Positions of all 14 atoms, in Å:
C1 -4.10 4.29 -6.09
C2 -3.54 3.67 -5.09
C3 2.88 -3.30 2.12
N1 2.82 -2.73 3.32
O1 -3.74 2.54 -3.82
S1 -5.10 1.75 -3.59
H1 -3.39 4.92 -6.62
H2 -5.07 4.15 -6.41
H3 -2.55 4.03 -4.92
H4 3.39 -2.94 1.26
H5 2.50 -4.30 2.01
H6 2.33 -3.30 4.09
H7 2.91 -1.74 3.45
H8 -4.43 0.58 -3.97

---

According to the calculations, the structures order from most to least stable as *i*, *ii*.

---

*i*
This record from OMol25 describes a molecular structure, C3H8NOS. The level of theory is wB97M-V/def2-TZVPD.

* multiplicity: 1
* LUMO: -5.939 eV
* charge: +1
* orbital gap: 7.9 eV
* HOMO energy: -13.837 eV

Positions of all 14 atoms, in Å:
C1 0.30 -1.26 0.07
C2 0.21 0.14 -0.35
C3 -0.89 0.90 0.26
N1 -2.08 0.18 -0.18
O1 1.49 0.09 0.32
S1 3.08 0.23 -0.20
H1 -0.28 -1.75 0.97
H2 0.89 -2.04 -0.45
H3 0.45 0.44 -1.27
H4 -0.85 0.92 1.37
H5 -0.82 2.00 -0.24
H6 -2.00 -0.19 -1.13
H7 -2.94 0.77 -0.07
H8 3.42 -0.41 0.89

---

*ii*
This record from OMol25 describes a molecular structure, C3H8NOS. The level of theory is wB97M-V/def2-TZVPD.

* multiplicity: 1
* LUMO (alpha / beta): -6.267 / -4.326 eV
* charge: +1
* orbital gap (alpha / beta): 6.2 / 9.2 eV
* HOMO energy (alpha / beta): -12.479 / -13.547 eV

Positions of all 14 atoms, in Å:
C1 0.82 2.01 1.88
C2 -0.68 -1.03 0.60
C3 0.64 -0.78 -1.34
N1 -0.52 -0.29 -0.64
O1 0.64 1.80 0.76
S1 -1.05 1.27 -0.64
H1 0.17 2.09 2.80
H2 -1.06 -0.44 1.50
H3 -1.37 -1.82 0.67
H4 0.30 -1.49 0.77
H5 0.71 -1.93 -1.25
H6 0.34 -0.56 -2.32
H7 1.60 -0.43 -1.02
H8 -0.53 1.59 -1.75

---

According to the calculations, the structures order from most to least stable as *i*, *ii*.

---

*i*
This record from OMol25 describes a gas-phase ion, C9H13N3OP (charge +1). The level of theory is wB97M-V/def2-TZVPD.

* multiplicity: 1
* LUMO: -4.487 eV
* charge: +1
* SMILES string: CN1NC(c2ccccc2)=[NH+][P@]1(C)=O
* orbital gap: 8.7 eV
* HOMO energy: -13.175 eV

Positions of all 27 atoms, in Å:
C1 -0.37 -3.31 -2.93
C2 0.42 -2.23 -3.25
C3 -1.21 -3.42 -1.79
C4 0.43 -1.12 -2.39
C5 -1.07 -2.34 -0.87
C6 -0.24 -1.24 -1.15
C7 -0.22 -0.26 -0.09
C8 0.12 3.18 0.44
C9 0.53 0.64 3.34
N1 0.41 0.89 -0.19
N2 0.40 1.80 0.86
N3 -1.02 -0.21 1.04
O1 -1.81 1.81 2.50
P1 -0.67 1.08 2.00
H1 -0.47 -4.15 -3.72
H2 0.91 -2.25 -4.23
H3 -1.68 -4.33 -1.43
H4 1.04 -0.27 -2.44
H5 -1.48 -2.52 0.10
H6 0.67 3.59 -0.39
H7 -1.03 3.35 0.10
H8 0.11 3.75 1.44
H9 0.06 -0.03 3.94
H10 1.51 0.17 3.06
H11 0.74 1.54 3.90
H12 1.12 1.06 -0.88
H13 -1.88 -0.82 1.08

---

*ii*
This record from OMol25 describes a gas-phase ion, C9H13N3OP (charge +1). The level of theory is wB97M-V/def2-TZVPD.

* multiplicity: 1
* LUMO: -4.203 eV
* charge: +1
* SMILES string: CN1[NH+]=C(c2ccccc2)N[P@@]1(C)=O
* orbital gap: 8.8 eV
* HOMO energy: -13.032 eV

Positions of all 27 atoms, in Å:
C1 -2.89 1.28 -3.20
C2 -2.95 2.02 -1.98
C3 -2.10 0.14 -3.35
C4 -2.22 1.55 -0.90
C5 -1.38 -0.24 -2.28
C6 -1.39 0.45 -1.10
C7 -0.58 0.03 -0.01
C8 1.12 -2.58 1.61
C9 2.82 0.80 1.96
N1 0.25 1.12 0.80
N2 0.92 -1.27 1.20
N3 -0.12 -1.13 0.26
O1 0.46 0.33 3.33
P1 1.08 0.29 2.05
H1 -3.53 1.50 -4.01
H2 -3.62 2.84 -1.96
H3 -2.05 -0.55 -4.18
H4 -2.28 2.23 -0.07
H5 -0.64 -1.00 -2.25
H6 0.52 -3.23 2.13
H7 1.36 -3.11 0.68
H8 2.07 -2.42 2.09
H9 3.10 1.21 2.90
H10 3.27 -0.16 1.67
H11 3.09 1.44 1.06
H12 -0.08 2.00 0.97
H13 -0.25 -1.98 -0.25

---

According to the calculations, the structures order from most to least stable as *i*, *ii*.

---

*i*
This record from OMol25 describes a molecular structure, C3H8NO2S. The level of theory is wB97M-V/def2-TZVPD.

* multiplicity: 1
* LUMO: 3.870 eV
* charge: -1
* orbital gap: 7.6 eV
* HOMO energy: -3.761 eV

Positions of all 15 atoms, in Å:
C1 2.62 -0.75 -0.11
C2 1.16 -0.44 0.21
S1 0.84 1.36 0.30
H1 3.27 -0.40 0.70
H2 2.93 -0.27 -1.03
H3 2.78 -1.84 -0.17
H4 0.89 -0.89 1.15
H5 0.53 -0.87 -0.56
N1 -2.09 0.37 -0.92
C3 -2.61 0.45 0.37
O1 -1.76 0.74 1.30
O2 -3.80 0.22 0.57
H6 -1.19 0.81 -1.07
H7 -2.78 0.48 -1.64
H8 -0.77 1.03 0.90

---

*ii*
This record from OMol25 describes a molecular structure, C3H8NO2S. The level of theory is wB97M-V/def2-TZVPD.

* multiplicity: 1
* LUMO: 3.052 eV
* charge: -1
* orbital gap: 6.9 eV
* HOMO energy: -3.886 eV

Positions of all 15 atoms, in Å:
O1 -2.70 -0.45 2.05
C1 -1.66 -0.02 2.54
N1 -0.48 0.24 1.92
C2 -0.47 0.05 0.59
C3 0.81 0.36 -0.11
S1 0.52 0.80 -1.85
H1 -1.63 0.20 3.62
H2 -1.39 1.52 -0.50
H3 -1.08 1.05 0.07
H4 -0.99 -0.83 0.19
H5 1.42 -0.54 -0.20
H6 1.41 1.07 0.46
H7 1.37 -0.84 -2.82
H8 2.83 -1.10 -2.78
O2 2.04 -1.50 -3.18

---

*iii*
This record from OMol25 describes 2 unconnected molecules or ions with the total composition C3H8NO2S. The level of theory is wB97M-V/def2-TZVPD.

* multiplicity: 1
* LUMO: 3.942 eV
* charge: -1
* orbital gap: 7.1 eV
* HOMO energy: -3.123 eV

Positions of all 15 atoms, in Å:
O1 -1.35 -1.20 -0.53
C1 -1.47 -0.15 0.05
C2 -0.53 1.12 -0.43
C3 0.71 0.88 0.39
S1 0.27 0.22 2.01
N1 -0.43 1.19 -1.85
H1 -2.22 0.23 0.76
H2 -1.01 2.01 0.02
H3 1.25 -0.01 -0.05
H4 1.48 1.68 0.50
H5 -1.29 0.89 -2.27
H6 0.31 0.61 -2.25
H7 1.75 -2.27 1.90
H8 0.95 -2.31 0.63
O2 1.58 -2.87 1.13

---

According to the calculations, the structures order from most to least stable as *i*, *iii*, *ii*.